{"formula": "C18H30MoNO3P", "method": "ωB97M-V/def2-TZVPD", "symbols": ["Mo", "C", "O", "C", "O", "C", "O", "C", "P", "H", "H", "C", "H", "C", "H", "H", "H", "C", "H", "C", "H", "H", "C", "H", "H", "H", "C", "H", "H", "H", "C", "H", "H", "H", "C", "H", "H", "H", "H", "H", "C", "C", "C", "C", "N", "C", "C", "H", "H", "H", "H", "H", "H", "H"], "coordinates": [[0.0948, 0.3715, 0.6524], [1.8912, 1.2689, 0.3666], [2.9493, 1.7412, 0.2275], [0.3691, -0.2788, -1.2483], [0.4829, -0.6331, -2.3637], [-1.4205, -1.0198, 0.5789], [-2.3032, -1.7734, 0.4469], [-0.1130, 3.4372, -1.3950], [-1.0229, 2.1947, -0.3668], [-2.0872, 3.7748, 1.0136], [0.8096, 3.6543, -0.8387], [-2.7406, 2.1912, -1.0688], [-2.9418, 3.2652, -1.1931], [-0.8838, 4.7531, -1.5707], [-1.2242, 5.1675, -0.6123], [-1.7500, 4.6438, -2.2417], [-0.1950, 5.4817, -2.0260], [0.3201, 2.9009, -2.7635], [-0.5296, 2.6751, -3.4174], [-1.7762, 2.0429, 2.3016], [0.9462, 2.0009, -2.7142], [0.9087, 3.6817, -3.2632], [-0.0238, 3.8193, 1.7178], [-1.2252, 1.0307, 2.3412], [-1.6308, 2.4621, 3.2964], [-2.8184, 1.7544, 2.1858], [-1.2883, 3.0639, 1.2643], [-0.0603, 3.9381, 2.8101], [0.0587, 4.8160, 1.2581], [0.8717, 3.2198, 1.4586], [-3.8115, 1.6128, -0.1454], [-3.6302, 0.5503, 0.0853], [-4.7850, 1.6796, -0.6529], [-3.9183, 2.1817, 0.7853], [-2.8116, 1.5124, -2.4381], [-2.4560, 0.4720, -2.4046], [-2.2580, 2.0551, -3.2089], [-3.8650, 1.4971, -2.7480], [0.7432, 1.0919, 2.6943], [0.3608, 0.3652, 2.6695], [3.5068, -4.7577, 2.8829], [2.7322, -3.6119, 2.3461], [1.8850, -3.7568, 1.2405], [1.1848, -2.6344, 0.7815], [1.3812, -1.3747, 1.3036], [2.3479, -1.2621, 2.2401], [2.8935, -2.3485, 2.8877], [2.8549, -5.5458, 3.2645], [4.1578, -5.1858, 2.1169], [4.1154, -4.3669, 3.6919], [1.7436, -4.7225, 0.7295], [0.4512, -2.7049, -0.0713], [2.6600, -0.2660, 2.5554], [3.4819, -2.1840, 3.8018]], "molar_mass_g_mol": 435.36, "gap_ha": [0.1666, 0.1514], "spin_multiplicity": 3, "s_squared": 2.068, "charge": 4, "lumo_ev": [-18.37, -18.69]}